No. 1
The following is a quantum chemistry calculation of C38H51BrHgNP3 as an isolated structure at a distorted geometry, from OMol25.

Calculated values
Energy above the lowest of the compared OMol25 structures with the same formula, charge and spin   43.8 kcal/mol
E   -143791.736 eV
E_HOMO   -0.493 Ha
LUMO level   -5.8 eV
Gap between HOMO and LUMO   7.58 eV
Multiplicity   1
Charge   +2

Last column: Löwdin charge in e.
CARTESIAN COORDINATES (ANGSTROEM)
C: -3.941 0.252 -4.323  -0.014
C: -3.012 1.304 -4.331  -0.229
C: -3.426 2.548 -3.809  -0.004
C: -4.580 2.562 -3.010  -0.141
N: -5.341 1.481 -2.793  0.048
C: -5.068 0.380 -3.499  -0.136
C: -1.611 1.035 -4.617  0.076
C: -0.439 0.761 -4.334  0.053
C: 0.811 0.609 -3.634  -0.208
C: 0.676 0.805 -2.240  -0.062
C: 1.743 0.470 -1.408  -0.328
C: 2.910 -0.059 -1.949  -0.560
C: 3.149 -0.057 -3.335  -0.061
C: 2.068 0.265 -4.170  0.013
Hg: 0.239 -0.668 0.413  0.827
P: -2.090 0.061 0.939  0.843
H: -2.827 3.456 -3.929  0.123
H: -3.746 -0.683 -4.853  0.121
H: -4.870 3.483 -2.506  0.113
H: -5.754 -0.464 -3.398  0.114
H: 2.179 0.258 -5.259  0.137
H: -0.287 1.142 -1.806  0.108
H: 4.125 -0.301 -3.742  0.122
H: 1.772 0.697 -0.300  -0.074
C: -2.348 -0.284 2.714  -0.403
C: -3.582 0.238 3.451  -0.122
H: -1.443 0.110 3.207  0.068
H: -2.317 -1.384 2.773  0.076
H: -3.529 -0.175 4.469  0.090
H: -3.612 1.333 3.551  0.082
H: -4.531 -0.089 3.005  0.071
C: -2.720 1.743 0.569  -0.372
C: -4.232 1.966 0.429  -0.123
H: -2.221 2.053 -0.368  0.073
H: -2.333 2.376 1.386  0.070
H: -4.382 3.022 0.159  0.086
H: -4.700 1.384 -0.382  0.049
H: -4.785 1.783 1.367  0.075
C: -3.059 -1.127 -0.057  -0.401
C: -4.378 -1.663 0.494  -0.123
H: -2.382 -1.972 -0.291  0.037
H: -3.243 -0.570 -0.996  0.082
H: -4.795 -2.345 -0.260  0.087
H: -4.275 -2.243 1.424  0.078
H: -5.122 -0.874 0.668  0.075
Br: 4.233 -0.519 -0.538  0.762
P: 1.492 2.210 1.296  0.945
C: 0.339 3.098 2.416  -0.419
C: 0.974 3.944 3.515  -0.136
H: -0.298 2.311 2.866  0.050
H: -0.312 3.723 1.779  0.073
H: 0.174 4.373 4.134  0.085
H: 1.618 3.358 4.181  0.075
H: 1.566 4.775 3.111  0.067
C: 3.139 1.974 2.092  -0.410
C: 4.097 3.158 2.081  -0.138
H: 3.602 1.130 1.545  -0.001
H: 2.941 1.628 3.120  0.080
H: 4.997 2.899 2.655  0.087
H: 4.433 3.412 1.068  0.076
H: 3.661 4.061 2.526  0.060
C: 1.836 3.361 -0.113  -0.387
C: 1.805 4.852 0.193  -0.131
H: 1.096 3.121 -0.893  0.065
H: 2.820 3.076 -0.518  0.088
H: 1.938 5.411 -0.744  0.088
H: 0.853 5.174 0.629  0.069
H: 2.613 5.154 0.871  0.066
C: -0.589 -4.018 1.214  -0.217
P: 0.841 -3.047 0.638  0.887
C: 2.252 -3.302 1.730  -0.382
C: 3.256 -4.263 1.476  -0.077
C: 4.279 -4.435 2.414  -0.048
C: 4.294 -3.701 3.598  -0.043
C: 3.338 -2.702 3.828  -0.061
C: 2.329 -2.490 2.895  -0.111
C: 1.173 -3.543 -1.076  -0.367
C: 2.489 -3.520 -1.560  -0.127
C: 2.720 -3.582 -2.922  -0.067
C: 1.669 -3.727 -3.826  -0.045
C: 0.355 -3.758 -3.349  -0.057
C: 0.091 -3.636 -1.987  -0.087
H: -0.884 -3.696 2.227  0.056
H: -0.271 -5.076 1.276  0.079
H: -1.467 -3.949 0.549  0.041
H: 3.229 -4.879 0.568  0.112
H: 5.064 -5.167 2.208  0.123
H: 5.048 -3.900 4.360  0.122
H: 3.360 -2.088 4.733  0.119
H: 1.585 -1.683 3.034  0.087
H: 3.326 -3.385 -0.867  0.066
H: 3.740 -3.483 -3.291  0.122
H: 1.868 -3.816 -4.896  0.123
H: -0.472 -3.876 -4.044  0.116
H: -0.932 -3.577 -1.623  0.088

***

No. 2
The following is a quantum chemistry calculation of C38H51Cl3DyN2O3SbSi as an isolated structure at a distorted geometry, from OMol25.

Calculated values
E   -125429.803 eV
E_HOMO (spin up / spin down)   -0.280 / -0.280 Ha
LUMO level (spin up / spin down)   0.4 / 0.4 eV
⟨S²⟩   9.332
Gap between HOMO and LUMO (spin up / spin down)   7.96 / 7.97 eV
Multiplicity   6

Last column: Mulliken spin population.
CARTESIAN COORDINATES (ANGSTROEM)
C: -1.556 -2.212 -3.618  0.000
C: -1.109 -3.199 -2.585  0.003
H: -1.386 -2.585 -4.634  0.000
H: -1.047 -1.237 -3.505  0.000
H: -2.633 -2.036 -3.464  0.000
C: -0.550 -4.395 -2.831  0.000
C: -0.316 -5.004 -4.174  0.000
H: -0.208 -5.005 -1.990  0.000
H: -0.488 -4.327 -5.022  0.000
H: -0.961 -5.881 -4.317  0.000
H: 0.718 -5.371 -4.237  0.000
Dy: 0.069 0.450 -0.765  4.914
Cl: -2.215 0.536 0.536  0.000
Cl: 0.235 1.537 -3.011  0.022
H: 0.592 4.550 3.497  0.000
H: -1.375 5.780 2.353  0.000
C: 0.965 4.355 2.483  -0.001
C: -0.993 5.429 1.386  0.000
N: -0.157 4.239 1.555  0.000
H: 1.527 3.421 2.479  0.000
C: -0.308 3.170 0.780  0.007
O: 0.557 2.251 0.637  0.016
H: -1.837 5.166 0.740  0.000
H: -1.270 3.076 0.252  0.001
H: 1.609 5.191 2.176  0.000
H: -0.421 6.244 0.915  0.000
H: 1.382 -1.585 -3.227  -0.001
H: 2.419 -3.909 -2.045  0.000
C: 2.376 -1.199 -2.951  0.005
C: 3.269 -3.235 -1.848  0.000
N: 2.838 -1.845 -1.720  0.000
H: 2.333 -0.109 -2.859  0.000
C: 2.756 -1.289 -0.520  0.002
O: 2.205 -0.165 -0.296  0.008
H: 3.756 -3.528 -0.910  0.000
H: 3.194 -1.886 0.302  0.000
H: 3.075 -1.470 -3.750  0.000
H: 3.984 -3.320 -2.674  0.000
O: -0.274 -1.636 -1.052  0.028
C: -1.216 -2.639 -1.179  -0.012
C: 0.131 -4.051 0.500  0.001
C: -1.099 -3.665 -0.047  -0.003
H: 1.039 -3.520 0.198  0.000
C: 0.188 -5.135 1.380  0.001
H: -2.222 -2.190 -1.113  0.000
C: -2.280 -4.300 0.357  -0.001
H: 1.162 -5.480 1.745  0.000
C: -0.991 -5.790 1.749  0.000
C: -2.233 -5.372 1.252  0.001
H: -3.230 -3.976 -0.090  0.000
H: -0.936 -6.644 2.421  0.000
H: -3.160 -5.886 1.536  0.000
Si: -0.428 4.520 -5.265  0.000
Cl: -0.611 2.597 -6.128  0.000
C: 1.412 4.713 -4.987  0.000
C: -1.683 4.440 -3.899  0.000
C: -0.870 6.021 -6.350  0.000
H: 1.831 3.796 -4.552  0.000
H: 1.620 5.550 -4.308  0.000
H: 1.934 4.917 -5.936  0.000
H: -0.200 6.163 -7.209  0.000
H: -0.776 6.925 -5.732  0.000
H: -1.898 6.011 -6.726  0.000
H: -1.556 3.491 -3.358  0.000
H: -2.704 4.459 -4.312  0.000
H: -1.590 5.266 -3.185  0.000
C: -1.557 2.910 5.990  0.000
C: -0.250 2.419 6.078  0.000
C: 0.206 1.450 5.173  0.000
C: -0.652 0.971 4.181  0.000
C: -1.931 1.508 4.044  0.000
C: -2.392 2.465 4.959  0.000
Sb: -0.085 -0.659 2.842  0.006
C: 1.883 -0.978 3.737  0.001
C: 2.961 -0.468 3.006  0.000
C: 4.257 -0.541 3.532  0.000
C: 4.467 -1.146 4.780  0.000
C: 3.385 -1.662 5.504  0.000
C: 2.082 -1.568 4.987  0.000
C: -1.412 -2.248 3.556  0.001
C: -0.983 -3.307 4.355  -0.001
C: -1.921 -4.233 4.831  0.000
C: -3.273 -4.102 4.503  0.000
C: -3.693 -3.048 3.685  0.000
C: -2.752 -2.133 3.188  0.000
H: -1.926 3.627 6.729  0.000
H: 0.422 2.766 6.867  0.000
H: 1.219 1.054 5.263  0.000
H: -2.574 1.176 3.228  0.000
H: -3.411 2.845 4.867  0.000
H: 2.793 -0.007 2.026  0.001
H: 5.097 -0.127 2.962  0.000
H: 5.479 -1.210 5.186  0.000
H: 3.541 -2.136 6.477  0.000
H: 1.240 -1.941 5.575  0.000
H: 0.075 -3.428 4.599  0.000
H: -1.583 -5.063 5.459  0.000
H: -4.003 -4.823 4.885  0.000
H: -4.749 -2.932 3.428  0.000
H: -3.061 -1.338 2.502  0.000

***

Q: The lowest multiplicity belongs to which entry?
A: C38H51BrHgNP3

***

Q: Which of these has the highest multiplicity?
A: C38H51Cl3DyN2O3SbSi

***

Q: The highest E belongs to which entry?
A: C38H51Cl3DyN2O3SbSi

***

Q: Among the records above, which one has the highest multiplicity?
A: C38H51Cl3DyN2O3SbSi